1.
C26H26BrO2P | ωB97M-V/def2-TZVPD

## Properties
LUMO energy, eV: -1.00
DFT total energy, eV: -110810.202
SMILES string: O=C1c2ccccc2C(=O)c2ccccc21.CC[C@@H](Br)PCCCc1ccccc1
Total charge: 0
Gap between HOMO and LUMO, eV: 7.50
E_HOMO, eV: -8.5
Strongest force on any atom, eV/A: 1.832

Each atom is followed by the atoms it is bonded to, with distances in Å.
Positions of all 56 atoms, in Å:
1 O 1.4223 4.9572 1.0614  C2 1.214
2 C 0.6683 4.7401 0.1352  O1 1.214, C3 1.489, C16 1.489
3 C -0.4825 5.6447 -0.1384  C2 1.489, C4 1.389, C8 1.396
4 C -0.6778 6.7607 0.6659  C3 1.389, C5 1.385, H17 1.082
5 C -1.7216 7.6307 0.3995  C4 1.385, C6 1.391, H18 1.082
6 C -2.5749 7.3907 -0.6730  C5 1.391, C7 1.385, H19 1.082
7 C -2.3945 6.2710 -1.4676  C6 1.385, C8 1.389, H20 1.082
8 C -1.3527 5.3914 -1.2008  C3 1.396, C7 1.389, C9 1.489
9 C -1.1820 4.1822 -2.0530  C8 1.489, O10 1.214, C11 1.488
10 O -1.9700 3.9338 -2.9424  C9 1.214
11 C -0.0199 3.2897 -1.7925  C9 1.488, C12 1.390, C16 1.396
12 C 0.1771 2.1751 -2.5997  C11 1.390, C13 1.385, H21 1.082
13 C 1.2714 1.3534 -2.3889  C12 1.385, C14 1.392, H22 1.083
14 C 2.1758 1.6414 -1.3707  C13 1.392, C15 1.384, H23 1.081
15 C 1.9766 2.7425 -0.5554  C14 1.384, C16 1.390, H24 1.082
16 C 0.8768 3.5680 -0.7587  C2 1.489, C11 1.396, C15 1.390
17 H -0.0109 6.9494 1.4964  C4 1.082
18 H -1.8698 8.5019 1.0246  C5 1.082
19 H -3.3829 8.0785 -0.8867  C6 1.082
20 H -3.0606 6.0809 -2.2985  C7 1.082
21 H -0.5237 1.9545 -3.3939  C12 1.082
22 H 1.4260 0.4869 -3.0198  C13 1.083
23 H 3.0335 1.0028 -1.2146  C14 1.081
24 H 2.6773 2.9640 0.2387  C15 1.082
25 C -2.5761 -5.0175 3.2767  C26 1.556, H39 1.094, H40 1.092, H41 1.090
26 C -1.0293 -4.9893 3.1113  C25 1.556, C27 1.535, H42 1.096, H43 1.095
27 C -0.4942 -5.6359 1.8256  C26 1.535, Br28 1.983, P29 1.866, H44 1.090
28 Br -0.7659 -7.5915 2.0117  C27 1.983
29 P -1.3734 -5.1404 0.2557  C27 1.866, C30 1.849, H45 1.418
30 C -1.9822 -3.4038 0.4397  P29 1.849, C31 1.553, H46 1.097, H47 1.090
31 C -0.8397 -2.3535 0.4888  C30 1.553, C32 1.553, H48 1.094, H49 1.096
32 C -0.1749 -2.0950 -0.8903  C31 1.553, C33 1.532, H50 1.094, H51 1.097
33 C 1.3462 -2.0420 -0.7152  C32 1.532, C34 1.371, C38 1.378
34 C 2.1828 -2.8369 -1.4561  C33 1.371, C35 1.383, H52 1.086
35 C 3.5453 -2.7733 -1.2254  C34 1.383, C36 1.359, H53 1.085
36 C 4.0314 -1.9325 -0.2745  C35 1.359, C37 1.378, H54 1.087
37 C 3.2029 -1.1113 0.4592  C36 1.378, C38 1.372, H55 1.085
38 C 1.8521 -1.1756 0.2300  C33 1.378, C37 1.372, H56 1.086
39 H -3.0039 -5.6701 2.5104  C25 1.094
40 H -2.8197 -5.4736 4.2384  C25 1.092
41 H -2.9931 -4.0115 3.2420  C25 1.090
42 H -0.6182 -3.9850 3.2653  C26 1.096
43 H -0.6230 -5.5830 3.9370  C26 1.095
44 H 0.5854 -5.4920 1.7863  C27 1.090
45 H -0.3276 -5.0309 -0.6961  P29 1.418
46 H -2.6025 -3.1681 -0.4337  C30 1.097
47 H -2.6269 -3.2789 1.3098  C30 1.090
48 H -0.0819 -2.7355 1.1788  C31 1.094
49 H -1.1960 -1.3891 0.8692  C31 1.096
50 H -0.4380 -2.8440 -1.6430  C32 1.094
51 H -0.4507 -1.1114 -1.2901  C32 1.097
52 H 1.7609 -3.5001 -2.2051  C34 1.086
53 H 4.1894 -3.4133 -1.8198  C35 1.085
54 H 5.0997 -1.8874 -0.0772  C36 1.087
55 H 3.5896 -0.4476 1.2252  C37 1.085
56 H 1.1507 -0.5715 0.7982  C38 1.086

2.
C28H64N8O10 | ωB97M-V/def2-TZVPD

## Properties
LUMO energy (spin up / spin down), eV: -3.79 / -8.52
DFT total energy, eV: -62456.674
Total charge: +1
Expectation value of S²: 0.767
Gap between HOMO and LUMO (spin up / spin down), eV: 6.23 / 1.50
E_HOMO (spin up / spin down), eV: -10.0 / -10.0
Strongest force on any atom, eV/A: 5.674
Spin multiplicity: 2

Each atom is followed by the atoms it is bonded to, with distances in Å.
Positions of all 110 atoms, in Å:
1 C -0.1202 1.9112 4.9333  O2 1.245, N3 1.357, H6 1.101
2 O 0.9780 1.5425 4.4784  C1 1.245
3 N -0.4221 3.2286 5.0548  C1 1.357, C4 1.477, C5 1.435
4 C -1.5198 3.5929 5.9740  N3 1.477, H7 1.090, H8 1.090, H9 1.090
5 C 0.3522 4.3512 4.6089  N3 1.435, H10 1.090, H11 1.090, H12 1.090
6 H -0.9360 1.3212 5.3790  C1 1.101
7 H -1.0857 3.9271 6.9163  C4 1.090
8 H -2.2734 2.8057 5.9975  C4 1.090
9 H -2.0748 4.4229 5.5368  C4 1.090
10 H 0.8939 4.0607 3.7088  C5 1.090
11 H -0.2667 5.1841 4.2754  C5 1.090
12 H 1.1012 4.5812 5.3667  C5 1.090
13 C 0.2948 -1.5412 0.1343  O14 1.233, N15 1.346, H18 1.101
14 O 0.1369 -2.0033 -0.9983  C13 1.233
15 N -0.1417 -0.3206 0.4979  C13 1.346, C16 1.432, C17 1.485
16 C 0.3126 0.3868 1.6574  N15 1.432, H19 1.090, H20 1.090, H21 1.090
17 C -0.8622 0.6638 -0.3484  N15 1.485, H22 1.090, H23 1.090, H24 1.090
18 H 0.8147 -2.0975 0.9296  C13 1.101
19 H 1.0993 1.0578 1.3124  C16 1.090
20 H 0.8329 -0.1308 2.4633  C16 1.090
21 H -0.4899 0.9467 2.1376  C16 1.090
22 H -1.2704 0.1010 -1.1879  C17 1.090
23 H -1.6827 1.1919 0.1373  C17 1.090
24 H -0.1599 1.3711 -0.7897  C17 1.090
25 C 3.5299 -1.4373 3.2009  O26 1.231, N27 1.366, H30 1.101
26 O 3.1729 -1.8004 2.0798  C25 1.231
27 N 4.7424 -1.7191 3.7646  C25 1.366, C28 1.443, C29 1.412
28 C 5.3416 -1.0867 4.9146  N27 1.443, H31 1.090, H32 1.090, H33 1.090
29 C 5.5672 -2.7595 3.2843  N27 1.412, H34 1.090, H35 1.090, H36 1.090
30 H 2.8794 -0.8657 3.8808  C25 1.101
31 H 6.3379 -0.6508 4.8407  C28 1.090
32 H 5.1510 -1.7237 5.7784  C28 1.090
33 H 4.6497 -0.3213 5.2660  C28 1.090
34 H 5.6022 -3.5822 3.9984  C29 1.090
35 H 5.2114 -3.2156 2.3605  C29 1.090
36 H 6.5594 -2.3435 3.1091  C29 1.090
37 C -4.7408 5.2320 -1.3671  O38 1.257, N39 1.374, H42 1.101
38 O -5.6329 5.8245 -2.0260  C37 1.257
39 N -4.9223 3.9820 -0.8276  C37 1.374, C40 1.496, C41 1.534
40 C -3.8032 3.3056 -0.1009  N39 1.496, H43 1.090, H44 1.090, H45 1.090
41 C -6.1995 3.1802 -1.1069  N39 1.534, H46 1.090, H47 1.090, H48 1.090
42 H -3.7212 5.6021 -1.1781  C37 1.101
43 H -4.2615 2.7679 0.7292  C40 1.090
44 H -3.1858 4.1101 0.2987  C40 1.090
45 H -3.1638 2.7395 -0.7782  C40 1.090
46 H -6.3581 3.5159 -2.1317  C41 1.090
47 H -6.0943 2.0954 -1.0938  C41 1.090
48 H -7.0456 3.3755 -0.4481  C41 1.090
49 C -1.2418 -6.9025 -2.7423  O50 1.225, N51 1.297, H54 1.101
50 O -0.4666 -7.7495 -3.1682  C49 1.225
51 N -0.9850 -5.7544 -2.1961  C49 1.297, C52 1.373, C53 1.525
52 C -1.8405 -4.9532 -1.4817  N51 1.373, H55 1.090, H56 1.090, H57 1.090
53 C 0.4592 -5.2777 -2.0788  N51 1.525, H58 1.090, H59 1.090, H60 1.090
54 H -2.3214 -7.1042 -2.6661  C49 1.101
55 H -1.2744 -4.1316 -1.0429  C52 1.090
56 H -2.1333 -5.5258 -0.6017  C52 1.090
57 H -2.7137 -4.5330 -1.9808  C52 1.090
58 H 0.3960 -4.1920 -2.1526  C53 1.090
59 H 0.9887 -5.6114 -1.1864  C53 1.090
60 H 0.9695 -5.5326 -3.0077  C53 1.090
61 C 5.5458 3.8664 3.4813  O62 1.198, N63 1.365, H66 1.101
62 O 6.1514 3.2580 4.3165  C61 1.198
63 N 4.6157 3.2517 2.6938  C61 1.365, C64 1.434, C65 1.436
64 C 3.8129 2.1662 3.1782  N63 1.434, H67 1.090, H68 1.090, H69 1.090
65 C 4.2676 3.9494 1.4875  N63 1.436, H70 1.090, H71 1.090, H72 1.090
66 H 5.7295 4.9389 3.3130  C61 1.101
67 H 2.7918 2.3893 2.8685  C64 1.090
68 H 3.8113 2.0028 4.2558  C64 1.090
69 H 4.1423 1.2501 2.6879  C64 1.090
70 H 4.0741 3.1925 0.7273  C65 1.090
71 H 3.3128 4.4558 1.6288  C65 1.090
72 H 4.9895 4.6765 1.1157  C65 1.090
73 C -3.5582 -4.3110 2.2250  O74 1.235, N75 1.361, H78 1.101
74 O -2.5837 -4.0070 2.9202  C73 1.235
75 N -4.1683 -3.5416 1.2830  C73 1.361, C76 1.400, C77 1.505
76 C -5.5121 -3.7263 0.9361  N75 1.400, H79 1.090, H80 1.090, H81 1.090
77 C -3.4679 -2.2480 0.9649  N75 1.505, H82 1.090, H83 1.090, H84 1.090
78 H -4.1721 -5.1698 2.5378  C73 1.101
79 H -6.0032 -3.1192 1.6966  C76 1.090
80 H -5.7833 -4.7527 1.1834  C76 1.090
81 H -5.9683 -3.3932 0.0038  C76 1.090
82 H -2.4121 -2.4459 0.7794  C77 1.090
83 H -3.9412 -1.6004 0.2269  C77 1.090
84 H -3.5089 -1.5926 1.8348  C77 1.090
85 C -0.1410 3.7746 -3.6886  O86 1.245, N87 1.334, H90 1.101
86 O -0.8372 3.2146 -2.8211  C85 1.245
87 N -0.1656 5.0871 -3.9234  C85 1.334, C88 1.461, C89 1.542
88 C 0.6622 5.5492 -5.0346  N87 1.461, H91 1.090, H92 1.090, H93 1.090
89 C -1.0945 6.1443 -3.2921  N87 1.542, H94 1.090, H95 1.090, H96 1.090
90 H 0.4635 3.2623 -4.4530  C85 1.101
91 H 1.1226 6.5370 -5.0553  C88 1.090
92 H -0.0555 5.6710 -5.8459  C88 1.090
93 H 1.5516 4.9904 -5.3260  C88 1.090
94 H -1.0780 7.1263 -3.7648  C89 1.090
95 H -2.1408 5.8431 -3.2398  C89 1.090
96 H -0.9522 6.3468 -2.2306  C89 1.090
97 O -0.7076 -3.4026 -6.2482  C98 1.253
98 C 0.2619 -3.3970 -5.4541  O97 1.253, O99 1.363, C102 1.451
99 O 1.2856 -4.2964 -5.4551  C98 1.363, C100 1.410
100 C 1.4163 -5.2421 -6.4923  O99 1.410, C101 1.528, H103 1.090, H104 1.090
101 C 2.7538 -5.9801 -6.4590  C100 1.528, H105 1.090, H106 1.090, H107 1.090
102 C 0.3855 -2.4190 -4.3889  C98 1.451, H108 1.090, H109 1.090, H110 1.090
103 H 0.9186 -4.9867 -7.4278  C100 1.090
104 H 0.6775 -5.9502 -6.1169  C100 1.090
105 H 2.8498 -6.5926 -5.5625  C101 1.090
106 H 3.5004 -5.1867 -6.4965  C101 1.090
107 H 2.8380 -6.6502 -7.3146  C101 1.090
108 H 0.8015 -1.5578 -4.9119  C102 1.090
109 H 1.1471 -2.7331 -3.6752  C102 1.090
110 H -0.5922 -2.1550 -3.9857  C102 1.090

3.
C6H12O | ωB97M-V/def2-TZVPD

## Properties
LUMO energy, eV: 0.94
DFT total energy, eV: -8460.559
SMILES string: CCC[C@H]1C[C@H]1O
Total charge: 0
Gap between HOMO and LUMO, eV: 9.28
E_HOMO, eV: -8.3
Strongest force on any atom, eV/A: 3.486
Energy relative to the best compared isomer or geometry (same formula, charge and spin), kcal/mol: 87.52

Each atom is followed by the atoms it is bonded to, with distances in Å.
Positions of all 19 atoms, in Å:
1 C 0.8299 1.8871 1.3553  C2 1.515, H8 1.091, H9 1.101, H10 1.097
2 C 0.3196 0.4751 1.5558  C1 1.515, C3 1.853, H11 1.129, H12 1.080
3 C -1.0262 0.1701 0.3194  C2 1.853, C4 1.501, H13 1.087, H14 1.069
4 C -0.8900 -1.1385 -0.4021  C3 1.501, C5 1.526, C6 1.521, H15 1.088
5 C -1.0444 -1.1871 -1.9192  C4 1.526, C6 1.484, H16 1.088, H17 1.089
6 C 0.3099 -1.3000 -1.3231  C4 1.521, C5 1.484, O7 1.400, H18 1.090
7 O 1.1546 -0.2060 -1.5429  C6 1.400, H19 0.966
8 H 1.1384 1.9959 0.3140  C1 1.091
9 H 0.0464 2.6343 1.5561  C1 1.101
10 H 1.6831 2.1258 2.0026  C1 1.097
11 H 0.0686 0.3388 2.6484  C2 1.129
12 H 1.0096 -0.3212 1.3183  C2 1.080
13 H -0.9394 0.9973 -0.3813  C3 1.087
14 H -1.2711 0.3287 1.3478  C3 1.069
15 H -1.2092 -2.0471 0.1051  C4 1.088
16 H -1.2611 -0.2559 -2.4380  C5 1.088
17 H -1.4876 -2.0721 -2.3727  C5 1.089
18 H 0.7996 -2.2737 -1.3441  C6 1.090
19 H 1.7693 -0.1515 -0.7995  O7 0.966

4.
C6H8BrNO2 | ωB97M-V/def2-TZVPD

## Properties
LUMO energy, eV: 0.55
DFT total energy, eV: -81979.234
SMILES string: O=C1O[C@H]2CN1CC[C@@H]2Br
Total charge: 0
Gap between HOMO and LUMO, eV: 10.25
E_HOMO, eV: -9.7
Strongest force on any atom, eV/A: 2.638
Energy relative to the best compared isomer or geometry (same formula, charge and spin), kcal/mol: 0.00

Each atom is followed by the atoms it is bonded to, with distances in Å.
Positions of all 18 atoms, in Å:
1 O -1.2065 -2.6144 -0.3375  C2 1.209
2 C -0.3570 -1.7668 -0.4866  O1 1.209, O3 1.352, N6 1.383
3 O 0.8760 -1.7392 0.0668  C2 1.352, C4 1.458
4 C 1.3388 -0.3613 -0.0514  O3 1.458, C5 1.513, C9 1.543, H11 1.086
5 C 0.6917 0.0255 -1.3628  C4 1.513, N6 1.452, H12 1.080, H13 1.106
6 N -0.6139 -0.5555 -1.1029  C2 1.383, C5 1.452, C7 1.496
7 C -1.4334 0.3908 -0.2839  N6 1.496, C8 1.536, H14 1.116, H15 1.072
8 C -0.7638 0.5584 1.0881  C7 1.536, C9 1.554, H16 1.100, H17 1.116
9 C 0.7903 0.5560 1.0620  C4 1.543, C8 1.554, Br10 1.987, H18 1.100
10 Br 1.5100 2.4003 0.8968  C9 1.987
11 H 2.4221 -0.3103 -0.1007  C4 1.086
12 H 1.1762 -0.4326 -2.2120  C5 1.080
13 H 0.6802 1.1211 -1.5167  C5 1.106
14 H -1.4892 1.3720 -0.8134  C7 1.116
15 H -2.4311 0.0137 -0.1741  C7 1.072
16 H -1.1418 1.4784 1.5587  C8 1.100
17 H -1.1290 -0.2775 1.7310  C8 1.116
18 H 1.0805 0.1413 2.0386  C9 1.100